# 1
DFT (ωB97M-V with the def2-TZVPD basis set) results for a molecular structure, C14H26NO3PSZr in a non-equilibrium geometry.

Results
Molecular weight (u): 410.6
Kohn-Sham gap (eV): 5.46
E_LUMO (eV): -9.740
Highest occupied orbital energy (eV): -15.198
Total charge: +2
Multiplicity: 1
ΔE to the lowest compared entry with this formula, charge and spin (kJ/mol): 0.00

Last column: Mulliken charge in e.
Element x y z (Å)
Zr: 0.66 0.40 1.08  -0.30
S: 0.03 1.00 3.81  1.24
P: -0.06 2.08 -0.92  1.13
O: 1.01 -0.09 3.47  -0.72
O: -1.00 0.97 4.86  -0.50
O: -0.67 1.19 2.47  -0.33
N: 1.55 -2.80 -1.24  -0.07
C: 1.09 2.52 4.05  -0.94
C: -0.20 -2.75 0.57  -1.40
C: 1.20 -2.28 0.09  0.60
C: 2.98 -2.84 -1.47  -0.94
C: -2.18 0.47 -0.21  0.32
C: -1.85 1.95 -0.36  -1.10
C: -1.33 -1.82 0.22  -0.01
C: -2.57 -2.31 -0.17  -0.59
C: 0.81 -2.22 -2.34  -0.71
C: -0.12 1.47 -2.62  -1.30
C: 0.37 3.82 -0.99  -1.16
C: -1.20 -0.43 0.19  1.27
C: -3.57 -1.44 -0.58  -0.97
C: -3.40 -0.07 -0.60  -0.77
H: 2.09 2.43 3.58  0.31
H: 0.32 4.25 0.02  0.39
H: -2.50 2.44 -1.10  0.69
H: -0.31 4.34 -1.66  0.41
H: 1.04 -1.14 -2.47  0.09
H: 0.90 1.44 -3.02  0.44
H: 1.26 2.63 5.14  0.40
H: 2.48 1.20 1.06  0.65
H: 1.40 3.89 -1.35  0.42
H: -4.15 0.62 -0.96  0.52
H: 1.09 -2.72 -3.28  0.46
H: 0.64 3.47 3.70  0.36
H: 1.99 1.77 1.60  -0.21
H: -2.66 -3.38 -0.19  0.50
H: -1.94 2.51 0.59  0.32
H: -0.74 2.12 -3.24  0.47
H: -0.43 -3.73 0.14  0.42
H: -4.51 -1.86 -0.88  0.45
H: 3.42 -1.83 -1.51  0.31
H: 1.97 -2.67 0.78  0.56
H: 3.19 -3.34 -2.43  0.32
H: -0.52 0.45 -2.66  0.27
H: -0.10 -2.90 1.67  0.44
H: 3.47 -3.39 -0.66  0.35
H: -0.27 -2.32 -2.20  0.22
H: 1.31 -1.14 0.03  -0.31


# 2
DFT (ωB97M-V with the def2-TZVPD basis set) results for a molecular structure, C4H10S2 in a non-equilibrium geometry.

Results
Molecular weight (u): 122.3
Kohn-Sham gap (eV): 3.83
E_LUMO (eV): -2.227
Highest occupied orbital energy (eV): -6.059
Total charge: 0
Multiplicity: 1
ΔE to the lowest compared entry with this formula, charge and spin (kJ/mol): 568.24

Last column: Mulliken charge in e.
Element x y z (Å)
S: -1.48 0.11 1.62  -0.53
S: -1.72 -1.69 0.59  -0.14
C: 2.06 0.81 0.46  -0.27
C: -2.20 -0.04 -1.65  -0.68
C: -1.24 -1.13 -1.16  -0.31
C: 2.41 0.69 1.84  -0.40
H: -1.16 -2.02 -1.77  0.37
H: 3.12 -0.11 2.24  0.26
H: 2.40 1.50 2.70  0.28
H: 1.25 0.46 1.39  0.27
H: -0.13 -0.93 -0.99  -0.08
H: 1.55 1.72 0.08  0.28
H: -2.44 0.51 -0.63  0.19
H: 2.35 0.04 -0.28  0.25
H: -3.06 -0.54 -2.13  0.23
H: -1.70 0.62 -2.31  0.29


# 3
DFT (ωB97M-V with the def2-TZVPD basis set) results for 2 unconnected molecules or ions with the total composition C4H8O.

Results
Molecular weight (u): 72.1
Structure (SMILES): C=CC=C.O
Kohn-Sham gap (eV): 9.94
E_LUMO (eV): 0.801
Highest occupied orbital energy (eV): -9.142
Total charge: 0
Multiplicity: 1
ΔE to the lowest compared entry with this formula, charge and spin (kJ/mol): 152.70

Last column: Mulliken charge in e.
Element x y z (Å)
O: 1.88 0.01 -2.60  -0.61
C: 0.50 1.05 1.83  -0.66
C: -1.84 -0.70 -0.20  -0.63
C: -0.34 0.04 1.66  -0.23
C: -0.64 -0.57 0.35  -0.12
H: 2.32 0.69 -3.12  0.31
H: -0.80 -0.38 2.56  0.31
H: -1.93 -1.02 -1.23  0.25
H: 0.74 1.38 2.83  0.26
H: 1.63 -0.66 -3.25  0.31
H: 0.99 1.51 0.98  0.27
H: -2.74 -0.46 0.36  0.26
H: 0.24 -0.91 -0.18  0.30


# 4
DFT (ωB97M-V with the def2-TZVPD basis set) results for a single C21H26N2O2 molecule.

Results
Molecular weight (u): 338.5
Structure (SMILES): CCC(CC)C(=O)Nc1cccc(C(=O)NCCc2ccccc2)c1
Kohn-Sham gap (eV): 9.43
E_LUMO (eV): 0.760
Highest occupied orbital energy (eV): -8.672
Total charge: 0
Multiplicity: 1
ΔE to the lowest compared entry with this formula, charge and spin (kJ/mol): 33.67

Last column: Mulliken charge in e.
Element x y z (Å)
O: 1.43 -0.85 -2.72  -0.68
O: 0.34 2.09 3.62  -0.62
N: -0.72 -0.78 -3.40  -0.16
N: 1.38 1.62 1.65  0.08
C: 0.40 0.94 0.93  0.73
C: -3.17 -3.21 -4.92  -0.37
C: -0.20 -0.20 -1.12  0.69
C: -0.69 -2.91 -4.64  -1.09
C: -0.87 0.67 1.44  -0.43
C: 2.66 2.72 3.36  0.43
C: -4.43 -3.44 -4.40  -0.52
C: -3.49 -3.72 -2.22  -0.58
C: 0.26 -0.65 -2.47  0.28
C: -0.48 -1.39 -4.68  -0.85
C: 1.86 5.05 3.90  -1.32
C: -2.05 -3.23 -4.09  0.41
C: -1.78 -0.03 0.67  -1.31
C: 3.06 0.80 5.02  -1.20
C: 1.33 2.13 2.92  -0.07
C: -1.46 -0.47 -0.60  -0.24
C: -2.23 -3.49 -2.74  -0.16
C: -4.60 -3.69 -3.05  -0.46
C: 0.72 0.49 -0.34  -0.88
C: 2.45 3.76 4.46  -0.71
C: 3.58 1.57 3.81  -0.71
H: 2.26 1.71 1.16  0.25
H: -2.18 -1.04 -1.16  0.27
H: -3.61 -3.92 -1.16  0.42
H: -1.36 -3.51 -2.09  0.37
H: 3.40 3.97 4.95  0.39
H: 2.04 0.46 4.85  0.30
H: 0.89 4.85 3.43  0.30
H: -3.05 -3.01 -5.98  0.40
H: 3.06 1.44 5.91  0.28
H: 1.76 3.35 5.20  0.32
H: 3.71 0.87 2.98  0.35
H: -5.58 -3.87 -2.65  0.39
H: 1.71 5.77 4.69  0.39
H: 0.08 -3.35 -4.00  0.37
H: 0.56 -1.17 -4.96  0.40
H: -1.15 -0.93 -5.41  0.43
H: 3.69 -0.06 5.22  0.40
H: 3.13 3.21 2.50  0.49
H: -0.58 -3.31 -5.65  0.44
H: -5.29 -3.42 -5.05  0.38
H: 4.57 1.98 4.04  0.42
H: -1.14 1.01 2.43  0.55
H: -2.76 -0.24 1.07  0.37
H: 1.71 0.67 -0.76  0.43
H: -1.68 -0.68 -3.11  0.32
H: 2.52 5.48 3.15  0.32


# 5
DFT (ωB97M-V with the def2-TZVPD basis set) results for 8 unconnected molecules or ions with the total composition C40H85Br2F12N5O9PS.

Results
Molecular weight (u): 1231.0
Kohn-Sham gap (eV): 8.98
E_LUMO (eV): -2.397
Highest occupied orbital energy (eV): -11.378
Total charge: +1
Multiplicity: 1

Last column: Mulliken charge in e.
Element x y z (Å)
Br: -1.21 3.10 2.54  0.00
Br: 2.09 2.48 2.86  -0.11
S: -6.06 1.63 -1.58  1.43
P: 2.61 -4.46 0.01  0.25
F: -5.50 -1.34 -0.75  -0.29
F: -7.17 2.53 -0.92  -0.32
F: -6.43 2.20 -2.99  -0.31
F: -4.90 0.76 -2.26  -0.26
F: -7.10 0.47 -1.81  -0.30
F: 1.43 4.14 0.85  -0.22
F: -5.02 2.81 -1.40  -0.32
F: 1.99 2.14 0.21  -0.21
F: -6.81 0.73 0.76  -0.29
F: -5.15 -1.01 1.36  -0.36
F: -0.69 3.09 -0.10  -0.36
F: -4.91 1.75 0.83  -0.24
O: 4.64 -1.06 4.43  -0.34
O: -3.80 3.37 4.40  -0.51
O: -0.99 1.32 -5.57  -0.52
O: -1.62 -6.19 -1.67  -0.55
O: 0.05 -9.16 0.24  -0.48
O: 7.39 2.31 7.20  -0.50
O: -1.59 6.44 -10.55  -0.57
O: 2.63 -5.11 1.52  -0.59
O: 0.41 4.11 -5.51  -0.38
N: 0.10 -5.46 -0.38  0.19
N: -0.37 -1.04 -0.56  0.68
N: -1.09 -3.09 -0.73  -0.26
N: 0.69 -1.86 -0.29  0.04
N: 0.89 -4.29 -0.28  0.20
C: 1.23 -1.98 2.49  0.44
C: -1.12 -9.76 0.81  0.44
C: 1.29 2.84 1.13  0.51
C: -2.81 -1.36 -1.10  -0.71
C: -0.58 6.68 -8.36  -0.96
C: 6.85 -0.44 5.21  -1.31
C: 1.81 -2.30 3.88  -0.42
C: 6.47 3.33 7.60  0.51
C: -2.39 1.56 -5.76  0.13
C: 6.70 3.71 9.05  -1.38
C: 6.30 -2.81 4.57  -1.38
C: -0.80 -11.16 1.30  -1.41
C: -5.98 3.76 5.38  -1.42
C: -1.43 -1.81 -0.80  0.14
C: -4.92 -0.50 0.12  0.64
C: -0.53 -5.68 -1.63  0.75
C: -5.65 0.88 0.13  0.49
C: 2.74 4.42 -4.95  -1.39
C: -1.84 6.85 -9.21  0.28
C: -0.35 0.42 -0.54  -2.12
C: 1.49 5.05 -5.54  0.38
C: -5.18 3.63 4.10  0.70
C: -3.01 6.09 -8.62  -0.98
C: -2.26 -9.75 -0.20  -1.12
C: 3.04 -5.93 -0.97  -1.02
C: 0.75 -2.77 4.86  -1.51
C: 5.78 -1.52 5.17  0.40
C: 1.11 6.33 -4.82  -1.19
C: 0.23 -5.35 -2.89  -1.35
C: -0.21 2.46 1.01  0.18
C: -3.12 1.72 -4.44  -0.62
C: -0.74 -5.75 0.77  -0.59
C: -3.40 -0.39 -0.06  -0.57
C: -0.43 0.95 0.91  1.07
C: 6.58 4.54 6.68  -1.27
C: 1.99 -1.31 0.08  -1.76
C: 2.34 -1.46 1.58  -0.51
C: -2.55 2.78 -6.65  -1.22
C: -5.30 4.86 3.22  -1.25
C: 0.20 -3.12 -0.43  0.36
H: 3.71 -5.60 -1.76  0.35
H: -2.79 5.02 -8.59  0.05
H: 0.67 -6.27 -3.27  0.36
H: 2.74 -1.81 -0.52  0.66
H: -2.72 2.57 -3.88  0.32
H: 0.26 -3.69 4.53  0.28
H: 0.56 0.77 -1.01  0.45
H: 0.77 -2.90 2.11  -0.10
H: -2.77 0.67 -6.27  0.37
H: -3.47 4.13 4.90  0.34
H: -2.09 7.91 -9.27  0.34
H: 0.25 7.24 -8.79  0.34
H: -2.99 0.83 -3.83  -0.18
H: -0.49 -11.80 0.46  0.36
H: 6.41 4.24 5.64  0.31
H: 7.70 4.12 9.18  0.35
H: -3.40 -2.26 -1.24  0.61
H: 2.39 -1.46 4.24  0.33
H: -2.02 2.64 -7.60  0.33
H: -1.16 0.79 -1.15  0.70
H: -2.46 -8.74 -0.54  0.25
H: 1.20 -2.99 5.83  0.45
H: -6.34 5.04 2.94  0.38
H: 1.66 5.25 -6.60  0.25
H: -4.92 5.74 3.74  0.40
H: 5.86 5.31 6.94  0.38
H: 7.14 -3.20 5.13  0.43
H: -0.74 7.03 -7.34  0.21
H: -7.04 3.92 5.17  0.38
H: 3.00 3.50 -5.48  0.34
H: -5.52 2.75 3.55  0.00
H: -1.41 0.72 1.33  0.39
H: -3.23 6.42 -7.60  0.35
H: 8.28 2.67 7.28  0.31
H: 3.59 5.11 -5.00  0.41
H: -5.88 2.87 6.00  0.35
H: -0.01 -2.00 5.04  0.34
H: 7.20 -0.21 4.20  0.35
H: 0.33 0.46 1.51  -0.64
H: -3.15 0.63 -0.34  0.29
H: 2.03 -0.26 -0.20  0.48
H: -0.61 2.13 -5.20  0.31
H: -3.91 6.22 -9.23  0.35
H: 6.61 2.84 9.70  0.33
H: 2.53 -3.11 3.74  0.17
H: -1.68 -11.62 1.77  0.38
H: 5.98 4.46 9.38  0.37
H: 0.32 -9.69 -0.52  0.33
H: 3.58 -6.60 -0.30  0.43
H: 5.48 2.88 7.49  0.26
H: -4.19 1.88 -4.59  0.35
H: -1.11 -6.77 0.68  -0.12
H: 0.21 6.76 -5.26  0.27
H: -1.61 -5.09 0.87  0.39
H: 2.63 -0.47 1.95  0.30
H: -2.80 -0.86 -2.08  -0.25
H: -4.72 4.73 2.30  0.26
H: 2.19 -6.48 -1.37  0.19
H: 2.58 4.16 -3.90  0.26
H: -0.51 -5.03 -3.62  0.34
H: -2.95 -0.55 0.92  0.71
H: 7.59 4.97 6.74  0.33
H: -1.38 -9.13 1.66  0.26
H: -1.36 5.51 -10.54  0.34
H: -3.17 -10.17 0.22  0.38
H: -2.13 3.66 -6.17  0.28
H: 7.71 -0.76 5.80  0.40
H: 0.46 -1.22 2.65  0.33
H: -0.29 5.63 -8.32  0.24
H: 6.63 -2.64 3.54  0.31
H: 3.22 -2.10 1.69  0.83
H: 0.22 3.94 -4.57  0.29
H: 1.91 7.07 -4.87  0.39
H: -0.15 -5.71 1.69  0.26
H: 1.78 -5.02 1.98  0.33
H: 0.89 6.12 -3.77  0.33
H: 6.47 0.48 5.65  0.27
H: 0.99 -4.58 -2.78  0.26
H: 5.41 -1.71 6.18  0.31
H: 0.01 -11.14 2.02  0.35
H: -1.99 -10.34 -1.08  0.33
H: 4.94 -0.87 3.54  0.22
H: 5.51 -3.57 4.54  0.31
H: -3.61 2.98 -6.87  0.47
H: -5.62 4.61 5.97  0.37


# 6
DFT (ωB97M-V with the def2-TZVPD basis set) results for 3 unconnected molecules or ions with the total composition C4H12NO in a non-equilibrium geometry.

Results
Molecular weight (u): 90.1
Kohn-Sham gap (alpha / beta) (eV): 8.50 / 9.51
E_LUMO (alpha / beta) (eV): 0.907 / -0.183
Highest occupied orbital energy (alpha / beta) (eV): -7.591 / -9.696
Total charge: 0
Multiplicity: 2
ΔE to the lowest compared entry with this formula, charge and spin (kJ/mol): 0.00

Last column: Mulliken charge in e.
Element x y z (Å)
O: -1.79 -1.14 0.73  -0.66
N: 1.02 -2.60 0.45  -0.65
C: 0.04 1.51 0.03  -0.42
C: 0.09 0.77 -1.14  0.20
C: 1.16 1.66 1.02  -1.07
C: -0.85 0.75 -2.14  -0.82
H: 1.10 -3.39 -0.18  0.22
H: 1.22 -2.95 1.37  0.22
H: -2.64 -1.00 1.14  0.29
H: 0.74 2.13 1.91  0.33
H: -1.34 -0.29 0.62  0.36
H: -0.83 2.15 0.17  0.40
H: 0.97 0.14 -1.28  0.24
H: 1.95 2.30 0.62  0.31
H: -1.71 1.41 -2.04  0.25
H: 0.06 -2.28 0.43  0.25
H: -0.72 0.14 -3.02  0.29
H: 1.54 0.68 1.30  0.26


# 7
DFT (ωB97M-V with the def2-TZVPD basis set) results for 2 unconnected molecules or ions with the total composition C6H14N2O2 in a non-equilibrium geometry.

Results
Molecular weight (u): 146.2
Structure (SMILES): CNC(C)=O.CNC(C)=O
Kohn-Sham gap (eV): 10.09
E_LUMO (eV): 0.616
Highest occupied orbital energy (eV): -9.475
Total charge: 0
Multiplicity: 1
ΔE to the lowest compared entry with this formula, charge and spin (kJ/mol): 96.10

Last column: Mulliken charge in e.
Element x y z (Å)
O: 3.30 -0.81 1.25  -0.65
O: -1.21 2.04 -0.71  -0.65
N: -2.03 -0.04 -0.57  -0.21
N: 1.58 -0.89 -0.20  -0.14
C: -1.64 1.13 -0.02  0.86
C: 2.29 -1.66 -1.21  -1.03
C: 2.16 -0.47 0.95  0.66
C: -1.79 1.26 1.47  -1.23
C: -2.07 -0.15 -2.05  -0.83
C: 1.43 0.59 1.73  -0.87
H: 1.61 -2.41 -1.61  0.29
H: 2.14 1.06 2.42  0.36
H: 3.09 -2.13 -0.72  0.43
H: 0.78 -0.36 -0.54  0.16
H: -1.12 1.95 1.97  0.31
H: -1.28 -0.86 -2.32  0.26
H: 2.61 -1.02 -2.02  0.29
H: -2.29 -0.91 -0.15  0.21
H: -1.68 0.29 1.94  0.32
H: -1.97 0.80 -2.55  0.30
H: 1.19 1.43 1.09  0.28
H: -3.00 -0.65 -2.31  0.32
H: 0.71 0.20 2.44  0.21
H: -2.80 1.60 1.72  0.35


# 8
DFT (ωB97M-V with the def2-TZVPD basis set) results for 2 unconnected molecules or ions with the total composition C39H47N4 in a non-equilibrium geometry.

Results
Molecular weight (u): 571.8
Kohn-Sham gap (eV): 5.58
E_LUMO (eV): -5.301
Highest occupied orbital energy (eV): -10.884
Total charge: +1
Multiplicity: 1
ΔE to the lowest compared entry with this formula, charge and spin (kJ/mol): 141.59

Last column: Mulliken charge in e.
Element x y z (Å)
N: 0.65 -0.60 -3.38  -0.30
N: -0.93 -1.76 -1.51  0.61
N: -1.62 -0.92 -2.13  0.75
N: -2.34 -0.08 -2.45  -1.35
C: 0.97 -5.93 0.18  -0.68
C: -0.03 0.56 1.27  0.43
C: -4.53 4.80 3.88  -1.51
C: 2.17 -1.56 -1.95  0.14
C: -1.10 -3.14 -3.49  -0.41
C: 1.01 -1.91 -2.91  -0.36
C: -1.70 0.73 4.00  -2.10
C: 0.89 -4.63 0.69  -0.92
C: -2.29 -0.59 1.06  -1.42
C: 1.88 0.08 -3.75  -0.76
C: -2.90 2.88 1.02  0.79
C: -3.07 2.76 3.80  -0.93
C: 2.43 3.41 1.40  0.60
C: -3.61 3.84 1.73  -0.96
C: -2.44 -3.37 -3.17  -0.07
C: -0.19 -2.68 -2.37  2.58
C: 0.75 -6.18 -1.17  -0.82
C: 2.89 -0.42 -2.69  -0.65
C: -2.87 2.98 -0.48  -1.31
C: -3.34 -3.75 -4.17  -0.89
C: -1.51 -3.89 -5.75  -0.87
C: 0.43 -5.13 -2.04  -0.61
C: 4.08 1.62 2.77  -0.90
C: 2.51 -0.26 2.62  -1.42
C: 0.28 -3.84 -1.52  -0.72
C: 0.92 1.55 0.74  -0.19
C: 3.66 3.82 1.90  -0.95
C: 2.04 2.02 1.47  0.55
C: 5.85 3.39 3.07  -1.48
C: -0.62 -3.49 -4.76  -0.07
C: -3.73 3.79 3.12  0.58
C: 0.56 -3.58 -0.18  0.35
C: -1.53 0.75 0.92  1.22
C: -2.88 -3.97 -5.48  -0.58
C: -2.24 1.84 1.71  -0.08
C: 1.52 4.43 0.80  -1.45
C: 4.51 2.93 2.57  0.65
C: 2.86 1.15 2.29  1.26
C: -2.34 1.78 3.12  1.34
H: 2.13 -0.81 1.75  0.04
H: -2.34 0.58 4.89  0.51
H: 3.82 -0.76 -3.17  0.34
H: -3.27 2.09 -0.99  0.26
H: -2.78 -3.31 -2.12  0.34
H: 2.20 -0.22 -4.77  0.30
H: 2.79 -2.43 -1.69  0.54
H: -4.96 5.53 3.20  0.36
H: -5.35 4.32 4.43  0.33
H: 0.50 -2.56 0.20  0.19
H: 1.70 -1.17 -1.03  -0.49
H: 0.83 -7.20 -1.58  0.42
H: -1.85 3.16 -0.86  0.23
H: -3.13 2.71 4.89  0.45
H: 0.46 -3.46 -4.97  0.35
H: 4.74 0.94 3.31  0.35
H: 3.40 -0.79 2.96  0.48
H: 0.59 4.54 1.38  0.31
H: 1.22 -6.76 0.85  0.37
H: 6.36 2.58 3.58  0.35
H: 2.02 5.41 0.78  0.40
H: 5.74 4.21 3.79  0.37
H: 0.25 -0.44 0.88  -0.52
H: -1.86 -1.35 0.39  0.23
H: 6.48 3.76 2.25  0.36
H: -3.34 -0.43 0.77  0.46
H: 1.75 1.17 -3.75  0.40
H: -1.58 -0.25 3.53  0.25
H: -3.91 5.32 4.62  0.34
H: -0.72 1.06 4.36  0.30
H: -4.10 4.65 1.18  0.29
H: -3.48 3.84 -0.79  0.44
H: 1.07 -4.41 1.74  0.44
H: -2.25 -0.97 2.08  0.25
H: -1.57 1.01 -0.14  0.30
H: -1.12 -4.13 -6.74  0.43
H: -4.40 -3.85 -3.92  0.42
H: 0.27 -5.31 -3.11  0.46
H: 0.70 2.00 -0.24  0.54
H: 3.11 0.38 -1.98  0.24
H: 1.77 -0.32 3.43  0.31
H: -3.58 -4.26 -6.27  0.39
H: -0.11 -0.57 -4.06  0.32
H: 1.45 -2.50 -3.73  0.12
H: 3.97 4.86 1.77  0.40
H: 0.09 0.52 2.36  -0.36
H: 1.24 4.18 -0.23  0.33